[1]
A single C20H21NO6S molecule, computed with the ωB97M-V functional and the def2-TZVPD basis.

```
! RIJCOSX wB97M-V def2-TZVPD def2/J DEFGRID3
* xyz 0 1
C -2.237 -5.767 0.134
O -2.500 -4.577 -0.571
C -1.643 -3.534 -0.433
C -0.499 -3.537 0.357
C 0.298 -2.408 0.429
C -0.023 -1.260 -0.283
N 0.805 -0.116 -0.208
C 0.339 1.137 0.073
O 1.087 2.098 0.075
C -1.091 1.200 0.496
C -1.373 0.536 1.697
C -2.628 0.576 2.251
C -3.645 1.277 1.616
C -3.396 1.938 0.429
O -4.315 2.643 -0.282
C -5.623 2.740 0.226
C -2.098 1.914 -0.147
O -2.035 2.568 -1.332
C -0.827 2.694 -2.041
C 2.246 -0.279 -0.368
C 2.802 0.717 -1.360
C 4.022 1.164 -1.152
S 4.672 0.410 0.336
O 5.299 1.344 1.224
O 5.425 -0.761 -0.026
C 3.024 -0.106 0.930
C -1.158 -1.266 -1.091
C -1.960 -2.382 -1.158
H -3.045 -6.448 -0.127
H -1.281 -6.209 -0.166
H -2.239 -5.601 1.216
H -0.217 -4.408 0.926
H 1.175 -2.424 1.058
H -0.577 0.001 2.193
H -2.829 0.067 3.180
H -4.627 1.298 2.059
H -6.170 3.350 -0.491
H -5.641 3.230 1.205
H -6.100 1.757 0.303
H -0.079 3.260 -1.481
H -1.087 3.230 -2.953
H -0.410 1.716 -2.305
H 2.410 -1.285 -0.774
H 2.185 0.981 -2.205
H 4.597 1.842 -1.748
H 3.116 -1.008 1.524
H 2.631 0.720 1.516
H -1.416 -0.393 -1.669
H -2.842 -2.393 -1.776
*
```

## Properties
energy = -45688.8658 eV
SMILES = COc1ccc(N(C(=O)c2cccc(OC)c2OC)[C@H]2C=CS(=O)(=O)C2)cc1
highest occupied orbital energy = -8.36 eV
E_LUMO = 0.524 eV
maximum force = 0.91 eV/Å
Kohn-Sham gap = 0.3265 hartree



[2]
A 9-piece molecular cluster, C26H74N4O9 overall, computed with the ωB97M-V functional and the def2-TZVPD basis.

```
! RIJCOSX wB97M-V def2-TZVPD def2/J DEFGRID3
* xyz 0 1
C 5.631 4.684 2.992
O 4.614 3.935 2.307
C 3.339 4.032 2.897
C 2.366 3.190 2.035
C 2.301 3.726 0.614
N 1.048 3.094 2.628
H 6.539 4.806 2.401
H 5.838 4.271 3.979
H 5.199 5.643 3.281
H 3.398 3.538 3.866
H 2.901 5.028 2.951
H 2.875 2.229 1.963
H 3.268 3.609 0.124
H 2.137 4.803 0.621
H 1.509 3.266 0.024
H 0.428 2.562 2.034
H 0.589 3.994 2.639
C 3.012 -1.597 5.259
O 2.812 -0.602 4.325
C 1.460 -0.447 3.814
C 0.471 0.055 4.870
C -0.922 0.020 4.366
N 0.754 1.416 5.253
H 2.656 -2.549 4.866
H 2.614 -1.388 6.252
H 4.053 -1.829 5.487
H 1.477 0.243 2.970
H 1.147 -1.399 3.385
H 0.490 -0.606 5.737
H -1.087 0.624 3.474
H -1.716 0.211 5.088
H -0.999 -1.016 4.036
H 1.762 1.371 5.300
H 0.666 1.893 4.368
C -7.178 1.454 -1.631
O -5.891 1.474 -0.986
C -5.743 0.652 0.219
C -4.249 0.579 0.594
C -4.000 -0.198 1.867
N -3.632 1.906 0.610
H -7.982 1.579 -0.906
H -7.318 0.529 -2.190
H -7.231 2.271 -2.351
H -6.295 1.102 1.045
H -6.156 -0.354 0.141
H -3.817 0.065 -0.265
H -4.758 0.057 2.609
H -2.990 -0.038 2.245
H -4.063 -1.256 1.612
H -3.890 2.420 1.440
H -4.090 2.397 -0.145
C 3.096 0.360 -6.037
O 2.432 1.584 -5.741
C 1.477 1.581 -4.728
C 0.746 2.908 -4.665
C -0.321 3.009 -3.586
N 0.047 3.231 -5.870
H 2.388 -0.377 -6.416
H 3.695 -0.041 -5.219
H 3.749 0.657 -6.857
H 0.768 0.778 -4.930
H 1.909 1.250 -3.784
H 1.489 3.650 -4.371
H -0.976 2.138 -3.597
H -0.909 3.926 -3.614
H 0.205 2.919 -2.636
H 0.631 3.098 -6.683
H -0.207 4.208 -5.847
C 1.971 -4.136 1.073
C 3.006 -4.291 0.063
O 2.517 -4.838 -1.139
H 1.478 -5.050 1.407
H 1.168 -3.551 0.625
H 2.271 -3.435 1.852
H 3.794 -4.926 0.468
H 3.433 -3.319 -0.184
H 3.291 -4.901 -1.704
C 1.873 -2.301 -3.700
C 2.429 -1.581 -2.563
O 3.827 -1.369 -2.779
H 2.021 -1.833 -4.673
H 0.796 -2.437 -3.609
H 2.243 -3.321 -3.806
H 2.277 -2.192 -1.674
H 1.904 -0.631 -2.465
H 4.320 -1.263 -1.962
C -1.437 -4.076 2.486
C -1.849 -4.528 1.010
O -2.440 -3.478 0.341
H -2.319 -3.616 2.932
H -0.652 -3.324 2.568
H -1.199 -4.947 3.096
H -2.499 -5.403 0.990
H -1.004 -4.821 0.386
H -3.231 -3.822 -0.081
C -3.560 -1.314 -3.030
C -2.802 -2.650 -2.816
O -2.015 -2.861 -3.988
H -4.152 -1.078 -2.146
H -4.188 -1.417 -3.914
H -2.807 -0.527 -3.087
H -3.616 -3.341 -2.598
H -2.126 -2.516 -1.971
H -1.383 -3.519 -3.691
C -0.532 -0.684 0.409
C -0.245 0.777 0.073
O -0.846 1.760 0.923
H 0.018 -1.385 -0.219
H -1.543 -1.042 0.215
H -0.371 -0.768 1.483
H -0.435 0.986 -0.980
H 0.840 0.884 0.086
H -1.792 1.761 0.759
*
```

## Properties
energy = -52545.3509 eV
SMILES = COC[C@H](C)N.COC[C@H](C)N.COC[C@H](C)N.COC[C@H](C)N.CCO.CCO.CCO.CCO.CCO
highest occupied orbital energy = -8.66 eV
E_LUMO = 0.411 eV
maximum force = 2.54 eV/Å
Kohn-Sham gap = 0.3332 hartree



[3]
C39H56IN6O3PPdS2 as an isolated structure, computed with the ωB97M-V functional and the def2-TZVPD basis.

```
! RIJCOSX wB97M-V def2-TZVPD def2/J DEFGRID3
* xyz -2 1
Pd 1.385 0.279 -0.285
O 0.398 3.056 1.278
S 1.021 2.972 2.626
C -0.155 3.824 3.762
C -1.480 3.152 3.982
C -2.206 2.613 2.919
C -3.365 1.891 3.156
C -3.844 1.743 4.450
C -3.147 2.302 5.512
C -1.963 2.989 5.278
C 0.803 1.273 3.228
C 1.439 1.075 4.565
C 0.685 0.638 5.652
C 1.280 0.438 6.889
C 2.637 0.677 7.057
C 3.397 1.107 5.977
C 2.805 1.302 4.738
H -0.262 4.796 3.274
H 0.359 3.978 4.713
H -1.805 2.688 1.916
H -3.856 1.399 2.328
H -4.741 1.163 4.632
H -3.503 2.175 6.528
H -1.390 3.378 6.113
H 1.286 0.691 2.440
H -0.257 1.030 3.227
H -0.372 0.444 5.510
H 0.682 0.086 7.722
H 3.104 0.515 8.022
H 4.461 1.276 6.095
H 3.397 1.607 3.880
I 3.347 -4.807 4.859
C 1.931 -3.593 3.892
C 2.252 -3.004 2.681
C 1.309 -2.199 2.055
C 0.063 -1.979 2.633
C -0.235 -2.590 3.846
C 0.693 -3.398 4.486
C -0.966 -1.045 1.981
O -2.111 -1.059 2.479
O -0.567 -0.354 1.015
H 3.225 -3.145 2.228
H 1.537 -1.712 1.111
H -1.212 -2.406 4.276
H 0.463 -3.863 5.436
N 1.179 -0.063 -2.416
P -0.189 -0.380 -3.006
N -0.825 -1.910 -2.656
C -0.055 -2.803 -1.786
C -0.950 -3.375 -0.697
C -2.063 -4.236 -1.307
C -2.522 -3.659 -2.657
C -2.254 -2.160 -2.723
N -0.326 -0.375 -4.719
C -0.058 -1.584 -5.476
C 1.446 -1.909 -5.536
C 2.263 -0.612 -5.480
C 1.499 0.516 -6.166
C 0.202 0.810 -5.385
N -1.472 0.717 -2.698
C -1.458 1.548 -1.503
C -2.796 1.507 -0.775
C -3.938 1.907 -1.703
C -3.905 1.060 -2.971
C -2.519 1.103 -3.617
H 0.765 -2.222 -1.361
H 0.392 -3.626 -2.369
H -1.370 -2.536 -0.139
H -0.359 -3.954 0.016
H -2.905 -4.296 -0.611
H -1.705 -5.260 -1.453
H -3.585 -3.854 -2.828
H -1.975 -4.138 -3.475
H -2.790 -1.655 -1.905
H -2.646 -1.741 -3.656
H -0.444 -1.430 -6.494
H -0.615 -2.414 -5.043
H 1.660 -2.474 -6.453
H 1.718 -2.542 -4.688
H 3.252 -0.753 -5.927
H 2.395 -0.341 -4.429
H 1.260 0.230 -7.198
H 2.101 1.426 -6.225
H -0.555 1.228 -6.068
H 0.402 1.562 -4.619
H -1.222 2.591 -1.779
H -0.680 1.201 -0.824
H -2.749 2.173 0.090
H -2.944 0.496 -0.382
H -3.819 2.963 -1.981
H -4.908 1.821 -1.202
H -4.651 1.407 -3.696
H -4.150 0.023 -2.722
H -2.343 2.140 -3.966
H -2.490 0.462 -4.497
C 2.649 2.895 -2.354
N 2.925 2.548 -0.971
C 3.177 1.174 -0.666
S 3.334 0.791 1.013
N 3.958 0.549 -1.690
C 4.380 -0.811 -1.396
H 2.429 3.964 -2.402
H 1.809 2.325 -2.774
H 3.534 2.709 -2.965
H 2.193 2.874 -0.349
H 3.300 0.476 -2.469
H 5.034 -0.819 -0.524
H 4.931 -1.195 -2.259
H 3.529 -1.475 -1.194
*
```

## Properties
energy = -98977.9212 eV
highest occupied orbital energy = -1.06 eV
E_LUMO = 3.535 eV
maximum force = 0.65 eV/Å
Kohn-Sham gap = 0.1688 hartree



[4]
C6H10O as an isolated structure, computed with the ωB97M-V functional and the def2-TZVPD basis.

```
! RIJCOSX wB97M-V def2-TZVPD def2/J DEFGRID3
* xyz 0 1
C 2.240 1.016 -0.253
C 0.914 0.403 0.043
O 0.328 0.440 1.236
C -0.602 -0.581 0.892
C -2.014 -0.057 0.684
C -1.531 0.305 -0.714
C -0.084 -0.387 -0.602
H 2.117 2.104 -0.356
H 2.990 0.837 0.526
H 2.624 0.639 -1.206
H 1.011 -2.413 0.551
H 0.386 -2.185 0.927
H -2.337 0.748 1.346
H -2.711 -0.900 0.720
H -2.048 -0.213 -1.522
H -1.443 1.372 -0.913
H 0.161 -1.128 -1.360
*
```

## Properties
energy = -8425.8430 eV
highest occupied orbital energy (spin up / spin down) = -7.11 / -7.11 eV
E_LUMO (spin up / spin down) = 0.679 / 0.679 eV
maximum force = 0.54 eV/Å
Kohn-Sham gap (spin up / spin down) = 0.2861 / 0.2861 hartree



[5]
C28H43As2N2O2RuS as an isolated structure, computed with the ωB97M-V functional and the def2-TZVPD basis.

```
! RIJCOSX wB97M-V def2-TZVPD def2/J DEFGRID3
* xyz 2 2
Ru 0.505 -1.175 0.731
C -2.316 4.992 -0.668
C -1.071 4.606 0.147
C -1.530 3.987 1.467
C -0.246 5.863 0.453
C -0.231 3.634 -0.676
C 0.323 4.062 -1.903
C 1.080 3.240 -2.710
C 1.292 1.929 -2.288
S 2.190 0.649 -3.052
C 1.781 -0.394 -1.749
N 1.041 0.151 -0.815
C 0.749 1.482 -1.084
C -0.004 2.331 -0.271
C 2.157 -1.782 -1.557
C 2.909 -2.527 -2.456
C 3.194 -3.853 -2.168
C 2.722 -4.428 -0.994
C 1.970 -3.684 -0.093
C 1.673 -2.346 -0.352
H -2.926 5.697 -0.104
H -2.929 4.111 -0.877
H -2.053 5.464 -1.615
H -2.126 4.716 2.017
H -0.682 3.716 2.101
H -2.152 3.103 1.310
H -0.840 6.556 1.051
H 0.058 6.389 -0.452
H 0.653 5.613 1.019
H 0.155 5.080 -2.227
H 1.500 3.609 -3.636
H -0.418 1.952 0.654
H 3.269 -2.082 -3.376
H 3.783 -4.440 -2.860
H 2.945 -5.465 -0.776
H 1.622 -4.159 0.816
C -1.609 -1.791 3.593
As -0.373 -2.722 2.432
C -1.482 -4.091 1.634
C 0.711 -3.718 3.692
H -2.126 -2.503 4.234
H -2.330 -1.257 2.975
H -1.070 -1.076 4.213
H -1.972 -4.668 2.416
H -0.880 -4.753 1.015
H -2.232 -3.603 1.013
H 0.058 -4.342 4.301
H 1.249 -3.034 4.346
H 1.425 -4.357 3.175
O -2.851 0.728 -0.142
C -2.131 -0.182 -0.514
O -1.462 -0.973 0.250
C -2.059 -0.480 -2.016
N -2.919 0.561 -2.691
C -4.062 -0.152 -3.372
C -3.477 -1.519 -3.680
C -2.662 -1.834 -2.424
H -1.033 -0.362 -2.363
H -2.384 1.117 -3.354
H -3.238 1.170 -1.913
H -4.390 0.425 -4.232
H -4.872 -0.214 -2.648
H -2.835 -1.470 -4.562
H -4.254 -2.254 -3.874
H -1.887 -2.576 -2.595
H -3.313 -2.205 -1.631
C 2.202 0.368 3.510
As 2.565 -0.605 1.877
C 3.760 -2.020 2.411
C 3.714 0.580 0.875
H 3.142 0.700 3.948
H 1.681 -0.275 4.218
H 1.581 1.236 3.292
H 4.588 -1.587 2.970
H 4.137 -2.515 1.518
H 3.240 -2.745 3.032
H 4.584 0.832 1.480
H 3.174 1.490 0.619
H 4.043 0.082 -0.036
*
```

## Properties
energy = -171892.6412 eV
highest occupied orbital energy (spin up / spin down) = -13.67 / -13.81 eV
E_LUMO (spin up / spin down) = -5.591 / -7.018 eV
⟨S²⟩ = 0.767
maximum force = 0.07 eV/Å
Kohn-Sham gap (spin up / spin down) = 0.2971 / 0.2495 hartree



[6]
A 2-piece molecular cluster, C4H7N2S overall, computed with the ωB97M-V functional and the def2-TZVPD basis.

```
! RIJCOSX wB97M-V def2-TZVPD def2/J DEFGRID3
* xyz 1 1
C 0.135 1.097 -0.498
C 0.325 3.213 -1.033
C 0.619 -0.969 0.289
C -0.856 -0.838 -0.034
N 1.046 0.513 0.233
N -0.932 0.440 -0.839
S -0.859 3.882 -1.819
H 1.370 3.462 -1.066
H 0.730 -1.402 1.212
H 1.167 -1.462 -0.554
H -1.330 -1.639 -0.585
H -1.394 -0.789 0.894
H 2.021 0.666 0.468
H -1.714 0.962 -1.337
*
```

## Properties
energy = -18067.0501 eV
highest occupied orbital energy = -13.48 eV
E_LUMO = -5.123 eV
maximum force = 5.77 eV/Å
Kohn-Sham gap = 0.3071 hartree